[1]
Here is a 3-piece molecular cluster, C30H55BrN2O13P2S overall at a distorted geometry from OMol25. Energies are from wB97M-V/def2-TZVPD.

Output
* E_HOMO: -8.5 eV
* energy: -161042.154 eV
* multiplicity: 1
* SMILES: CCCCCCCCC[C@H](CO[C@@H](CCCCCCCSc1nnco1)P(O)Br)OCP(=O)(O)O.C[C@@H]1COC(=O)O1.C[C@@H]1COC(=O)O1

CARTESIAN COORDINATES (ANGSTROEM)
1 C 8.21169 -4.65363 -1.42263
2 C 9.55278 -3.72766 -1.67478
3 C 9.25271 -2.63234 -2.87420
4 C 9.15997 -1.08629 -2.29632
5 C 7.94922 -0.23924 -3.05425
6 C 6.90943 0.43644 -1.98202
7 C 5.31416 0.37963 -2.47874
8 C 4.43190 0.21991 -1.09741
9 C 2.89098 0.85155 -1.22634
10 C 1.99332 -0.01765 -0.11486
11 C 0.58987 0.72533 0.30613
12 O -0.59762 0.22402 -0.41096
13 C -1.82350 0.33870 0.39768
14 C -3.12050 0.94885 -0.42064
15 C -3.98575 -0.16782 -1.25423
16 C -5.42515 -0.56905 -0.50325
17 C -6.71526 0.20691 -1.22370
18 C -7.62876 -0.79272 -2.16304
19 C -9.21749 -0.27700 -2.12551
20 C -10.29696 -1.46117 -2.47134
21 S -10.51186 -2.73492 -1.08059
22 C -12.14257 -3.64307 -1.32481
23 N -13.08535 -3.70339 -2.52323
24 N -14.23822 -4.47423 -2.32091
25 C -14.16848 -4.99627 -0.89956
26 O -12.89304 -4.48564 -0.35796
27 P -2.29815 -1.32681 1.29006
28 O -0.91414 -2.01852 2.09284
29 Br -3.70210 -0.67942 2.99203
30 O 2.83967 -0.02686 1.12184
31 C 2.71983 -1.31163 1.82940
32 P 4.44178 -2.19658 2.04634
33 O 5.57236 -1.18289 2.57906
34 O 4.97283 -2.99838 0.58553
35 O 4.14822 -3.44138 3.27936
36 H 8.53224 -5.76904 -1.17746
37 H 7.59604 -4.28123 -0.48634
38 H 7.48194 -4.69932 -2.34429
39 H 10.46971 -4.42368 -1.96004
40 H 9.81803 -3.22604 -0.64406
41 H 10.14933 -2.73898 -3.64327
42 H 8.27062 -2.95463 -3.42299
43 H 9.01796 -1.06649 -1.13258
44 H 10.20102 -0.55704 -2.52234
45 H 7.40262 -0.98345 -3.78686
46 H 8.48319 0.65476 -3.61751
47 H 6.92784 -0.21811 -0.98427
48 H 7.20781 1.52874 -1.63464
49 H 5.12846 -0.59259 -3.14487
50 H 5.00682 1.34494 -3.09087
51 H 4.27513 -0.94669 -0.90962
52 H 5.02696 0.69235 -0.17675
53 H 3.00759 1.98924 -0.88612
54 H 2.49319 0.73392 -2.32186
55 H 1.86342 -1.08147 -0.59142
56 H 0.48366 0.58007 1.48572
57 H 0.69939 1.90022 0.15762
58 H -1.62416 1.10299 1.29269
59 H -3.85621 1.39098 0.40580
60 H -2.74267 1.82840 -1.09434
61 H -3.37058 -1.11420 -1.58848
62 H -4.32451 0.36556 -2.26709
63 H -5.40553 -0.24561 0.63345
64 H -5.61363 -1.73467 -0.53186
65 H -7.43523 0.61466 -0.36966
66 H -6.37121 1.18015 -1.82189
67 H -7.53191 -1.92293 -1.87576
68 H -7.28606 -0.61491 -3.29237
69 H -9.50006 0.25339 -1.11614
70 H -9.31812 0.53195 -2.99774
71 H -11.37000 -0.96947 -2.64174
72 H -10.03962 -2.08062 -3.44832
73 H -14.97721 -5.66306 -0.33797
74 H -1.27764 -2.82439 2.58118
75 H 1.91619 -2.03219 1.36953
76 H 2.34968 -1.05184 2.93385
77 H 5.97217 -2.85002 0.43260
78 H 4.78495 -3.26469 4.03609
79 C -4.86011 6.69878 0.62949
80 C -5.04309 5.24522 0.24194
81 C -3.75188 4.52138 0.01070
82 O -4.13044 3.50467 -0.89988
83 C -5.20224 3.99003 -1.59458
84 O -5.66802 3.47418 -2.59568
85 O -5.68409 5.13338 -1.01878
86 H -4.36542 7.26179 -0.16956
87 H -5.83416 7.17371 0.78767
88 H -4.27203 6.79444 1.54704
89 H -5.66422 4.73135 0.98560
90 H -3.34709 4.08765 0.93007
91 H -2.98092 5.14041 -0.46132
92 C 4.78705 0.33238 5.24960
93 C 4.52655 1.72685 4.71658
94 C 5.51052 2.74622 5.20374
95 O 4.76085 3.94655 5.14577
96 C 3.45131 3.59024 5.30416
97 O 2.54127 4.37497 5.50737
98 O 3.29549 2.23489 5.20566
99 H 4.69925 0.30352 6.34122
100 H 4.04091 -0.36757 4.85884
101 H 5.78179 -0.02268 4.96442
102 H 4.47549 1.70907 3.62115
103 H 6.39543 2.81025 4.56338
104 H 5.83037 2.58660 6.23940

Results of the Löwdin charge analysis, in e, for atoms 1 through 6: -0.1464, -0.2536, -0.2161, -0.2056, -0.2087, -0.2162


[2]
Here is an isolated ion of composition C30H55N2 and charge +1 at a distorted geometry from OMol25. Energies are from wB97M-V/def2-TZVPD.

Output
* E_HOMO: -12.2 eV
* energy: -34958.081 eV
* multiplicity: 1
* charge: +1
* SMILES: C=Cc1[nH+]nc(C)c(CCCCCCCCCCCC)c1CCCCCCCCCCC

CARTESIAN COORDINATES (ANGSTROEM)
1 C 1.25695 -3.47315 5.10881
2 C 1.62026 -3.52222 3.66501
3 C 0.70482 -2.55115 2.65702
4 N 0.07733 -1.25162 3.06942
5 N -0.68098 -0.32991 2.42852
6 C -1.06145 -0.58546 1.02153
7 C -2.00822 0.56251 0.25762
8 C -0.55796 -1.95713 0.30637
9 C -1.00806 -2.29838 -1.25263
10 C -2.19927 -3.42092 -1.18245
11 C -3.61514 -2.98296 -1.88239
12 C -4.02623 -1.40481 -1.69162
13 C -5.54387 -1.03410 -2.25317
14 C -6.02156 0.40569 -1.55146
15 C -5.47120 1.72947 -2.35011
16 C -4.65267 2.79759 -1.39328
17 C -5.43255 3.19527 -0.00342
18 C -4.36824 3.24504 1.28529
19 C -4.51331 4.61790 2.18494
20 C -3.58704 4.36703 3.54928
21 C 0.39809 -3.03626 1.08521
22 C 0.98488 -4.41776 0.41362
23 C 2.37396 -3.96307 -0.39934
24 C 3.44451 -3.16544 0.55570
25 C 4.82881 -2.74397 -0.28228
26 C 4.66650 -1.25010 -1.01642
27 C 6.14508 -0.51441 -1.23831
28 C 6.57193 0.42357 0.05921
29 C 5.81143 1.90201 0.01402
30 C 6.46054 2.84935 -1.17687
31 C 5.34159 3.46964 -2.20648
32 C 4.09997 4.21090 -1.40016
33 H 0.74160 -2.52014 5.58602
34 H 1.44941 -4.40224 5.83031
35 H 2.47527 -4.22429 3.28391
36 H 0.27845 -1.00661 4.08961
37 H -3.10488 0.52341 0.72729
38 H -2.00601 0.43320 -0.90675
39 H -1.56964 1.65337 0.46151
40 H -1.24546 -1.35286 -1.89838
41 H -0.05815 -2.81663 -1.74328
42 H -1.83427 -4.44032 -1.68154
43 H -2.36025 -3.68933 -0.03523
44 H -4.46595 -3.61174 -1.32922
45 H -3.63283 -3.35758 -3.00108
46 H -4.03740 -1.18694 -0.54085
47 H -3.29028 -0.69115 -2.28162
48 H -5.50333 -0.84779 -3.43077
49 H -6.28839 -1.90185 -1.99853
50 H -7.21312 0.45151 -1.60573
51 H -5.73500 0.41346 -0.41514
52 H -6.34784 2.31396 -2.86306
53 H -4.71338 1.42354 -3.21611
54 H -4.57029 3.80402 -2.03011
55 H -3.54885 2.44033 -1.20629
56 H -6.33656 2.49788 0.26618
57 H -5.83025 4.31390 -0.10172
58 H -3.24756 3.15861 0.95059
59 H -4.68195 2.35037 2.00362
60 H -5.60080 4.82111 2.57650
61 H -4.02654 5.57595 1.66742
62 H -2.64676 5.08294 3.59682
63 H -4.20739 4.54143 4.53984
64 H -3.17508 3.26651 3.59908
65 H 1.31062 -5.18791 1.24783
66 H 0.20474 -4.93215 -0.29607
67 H 2.03133 -3.19414 -1.24109
68 H 2.85737 -4.87231 -0.99433
69 H 3.03694 -2.13944 0.99011
70 H 3.66529 -3.85775 1.47732
71 H 5.13077 -3.56853 -1.05593
72 H 5.64640 -2.56711 0.56687
73 H 4.01608 -0.50574 -0.38291
74 H 4.18871 -1.33086 -2.08957
75 H 7.00801 -1.31754 -1.38400
76 H 6.13295 0.16795 -2.19569
77 H 6.27987 -0.19294 1.02035
78 H 7.75299 0.56773 0.12394
79 H 4.66313 1.67811 -0.13629
80 H 5.97734 2.48431 1.02539
81 H 7.10118 3.69572 -0.66852
82 H 7.22226 2.19651 -1.81900
83 H 4.95931 2.64257 -2.96060
84 H 5.84894 4.30454 -2.87484
85 H 3.34433 3.34932 -1.09538
86 H 4.44376 4.76157 -0.41644
87 H 3.47235 4.92893 -2.11564

Results of the Löwdin charge analysis, in e, for atoms 1 through 6: 0.0266, -0.0743, -0.0002, -0.0110, 0.0784, -0.0848


[3]
Here is a 10-piece molecular cluster, C30H56Cl10O10S3 overall at a distorted geometry from OMol25. Energies are from wB97M-V/def2-TZVPD.

Output
* E_HOMO (alpha / beta): -12.0 / -12.0 eV
* energy: -210211.748 eV
* multiplicity: 2
* charge: +1
* <S²>: 0.76

CARTESIAN COORDINATES (ANGSTROEM)
1 C 2.33609 -0.69348 -3.75559
2 C 2.08450 0.61340 -4.59098
3 C 3.22992 1.52666 -4.34821
4 S 4.69688 0.40049 -4.10219
5 O 5.38199 0.69578 -2.83580
6 O 5.49857 0.27445 -5.31744
7 C 3.75815 -1.08252 -4.00325
8 H 1.53535 -1.38634 -4.01417
9 H 2.28473 -0.44868 -2.69468
10 H 1.09949 1.07148 -4.50158
11 H 1.99353 0.30639 -5.63289
12 H 3.23786 2.00873 -3.37064
13 H 3.40449 2.18006 -5.20302
14 H 4.18800 -1.70288 -3.21683
15 H 3.99910 -1.64200 -4.90714
16 C 1.73204 -0.02915 6.35528
17 C 0.30000 -0.22671 5.70535
18 C -0.44536 1.10898 5.42143
19 S 0.11569 2.14377 6.78052
20 O -0.71651 1.65534 7.89615
21 O 0.23408 3.58555 6.62452
22 C 1.85220 1.44218 6.74803
23 H 2.48807 -0.33851 5.63361
24 H 1.76146 -0.63694 7.25960
25 H -0.43276 -0.66210 6.38476
26 H 0.35694 -0.88837 4.84101
27 H -1.52416 1.26489 5.42103
28 H 0.01267 1.58445 4.55411
29 H 2.30330 1.41320 7.73987
30 H 2.29943 2.02657 5.94394
31 C -1.62517 0.13252 1.21407
32 C -0.21139 -0.35421 1.33291
33 C 0.78676 0.37129 0.39900
34 S -0.26513 1.44706 -0.62136
35 O 0.11451 1.35702 -2.03446
36 O -0.39700 2.70628 0.07103
37 C -1.89726 0.47831 -0.22694
38 H -1.89998 0.93366 1.90018
39 H -2.32817 -0.66676 1.44873
40 H -0.08717 -1.42490 1.17078
41 H 0.04796 -0.19524 2.37960
42 H 1.15026 -0.26449 -0.40831
43 H 1.64046 0.88762 0.83799
44 H -1.91822 -0.40344 -0.86739
45 H -2.75978 1.12462 -0.38955
46 O -3.81572 -3.18469 1.01737
47 C -3.85050 -3.35569 -0.20729
48 O -3.01738 -4.23628 -0.85126
49 C -3.43001 -4.45409 -2.24020
50 C -4.22367 -3.16570 -2.59272
51 C -4.85362 -2.69753 -1.27892
52 H -3.96035 -5.40508 -2.19069
53 H -2.59249 -4.48059 -2.93731
54 H -4.97466 -3.43162 -3.33663
55 H -3.58717 -2.39785 -3.03244
56 H -5.85839 -3.11347 -1.35328
57 H -4.97829 -1.65192 -0.99740
58 O 2.87153 2.24886 -0.68984
59 C 3.78105 2.95673 -0.18203
60 O 4.08928 2.84742 1.05610
61 C 5.26032 3.65478 1.39578
62 C 5.30711 4.69175 0.24103
63 C 4.81954 3.81089 -0.89428
64 H 6.10728 2.96974 1.35738
65 H 5.30276 4.12093 2.38016
66 H 6.31701 5.08084 0.11148
67 H 4.74565 5.62108 0.33714
68 H 5.55417 3.04734 -1.15002
69 H 4.51741 4.36099 -1.78547
70 Cl 3.05498 -3.21646 -0.98078
71 C 2.19068 -4.35954 -1.98868
72 C 0.74719 -4.34975 -1.45525
73 Cl 0.23029 -2.56380 -1.45220
74 H 2.66892 -5.31935 -1.79334
75 H 2.19196 -4.06925 -3.03931
76 H 0.75264 -4.62984 -0.40187
77 H -0.01624 -4.89221 -2.01294
78 Cl 1.34506 4.62743 -4.13599
79 C -0.25987 4.36191 -3.48086
80 C -1.17561 5.34556 -4.01650
81 Cl -2.66715 5.18504 -3.22581
82 H -0.27360 4.51940 -2.40239
83 H -0.58706 3.33957 -3.67027
84 H -1.33566 5.09697 -5.06564
85 H -0.85722 6.37412 -3.84682
86 Cl 0.64577 -3.53856 2.76867
87 C -1.11099 -3.60791 2.49306
88 C -1.91944 -4.53996 3.53678
89 Cl -1.70428 -3.95979 5.21359
90 H -1.26169 -4.12380 1.54477
91 H -1.52436 -2.59935 2.48959
92 H -1.61056 -5.58512 3.55504
93 H -2.96608 -4.55530 3.23278
94 Cl -4.19381 1.84893 4.93173
95 C -4.49756 0.14092 4.37589
96 C -3.74581 -0.82473 5.34453
97 Cl -4.63571 -2.28053 5.52223
98 H -4.24408 0.19542 3.31717
99 H -5.53902 -0.09492 4.59460
100 H -3.65557 -0.42685 6.35529
101 H -2.77326 -1.10136 4.93744
102 Cl -3.94790 0.95022 -3.55463
103 C -2.56415 0.17343 -4.40115
104 C -2.49272 0.58923 -5.78836
105 Cl -1.97121 2.34101 -5.95273
106 H -2.54664 -0.89697 -4.19608
107 H -1.62196 0.52061 -3.97710
108 H -3.40149 0.38224 -6.35350
109 H -1.67407 0.01245 -6.21875

Results of the Löwdin charge analysis, in e, for atoms 1 through 6: -0.2290, -0.2280, -0.2143, 0.7172, -0.3375, -0.3328


[4]
Here is a 2-piece molecular cluster, C30H57Br2Cl2IN2O6 overall at a distorted geometry from OMol25. Energies are from wB97M-V/def2-TZVPD.

Output
* E_HOMO: -9.0 eV
* energy: -220528.216 eV
* multiplicity: 1
* SMILES: CCCCC[C@](O[C@](C)(C[C@H](C)O)[C@](I)(CCCCNC(C)=O)NCCO)([C@H](Cl)[C@@H](C)Cl)[C@@H](Br)[C@H](C)Br.CCOC(C)=O

CARTESIAN COORDINATES (ANGSTROEM)
1 C 2.84886 -4.74044 -0.41888
2 C 1.97471 -3.46145 -0.58117
3 C 0.65536 -3.56536 0.19811
4 C -0.57264 -3.09707 -0.61888
5 C -0.46797 -1.66438 -1.19733
6 C -1.60706 -0.62936 -0.98436
7 O -1.64324 0.24332 0.11843
8 C -1.02261 0.06563 1.37027
9 C 0.53565 -0.05857 1.34183
10 C -1.52521 -1.17966 2.14507
11 C -2.65201 -1.09627 3.18660
12 C -2.22940 -1.93431 4.43188
13 O -3.81165 -1.75362 2.65993
14 C -1.26478 1.43632 2.13178
15 I -0.17528 3.06353 1.06812
16 C -0.83910 1.37368 3.61970
17 C 0.43636 2.10648 4.07916
18 C 0.20049 3.54624 4.55756
19 C 1.50289 4.34908 4.85369
20 N 2.72644 3.57096 5.02032
21 C 3.52368 3.43999 3.88285
22 C 3.95888 2.08600 3.34302
23 O 3.90948 4.41095 3.32540
24 N -2.63793 1.82811 1.88763
25 C -3.09700 3.08396 2.49901
26 C -3.78086 4.00324 1.46692
27 O -5.19534 3.75821 1.47894
28 C -2.95103 -1.42016 -1.16600
29 Cl -2.92212 -2.46665 -2.65302
30 C -4.33438 -0.71394 -1.21392
31 C -4.69976 0.20721 -0.05891
32 Cl -4.85315 -0.07780 -2.83041
33 C -1.42822 0.35442 -2.23311
34 Br -2.39977 2.06154 -1.94038
35 C 0.05363 0.72421 -2.52206
36 C 0.34494 2.18962 -2.92532
37 Br 0.75184 -0.27747 -4.09427
38 H 3.84939 -4.48333 -0.07665
39 H 2.43075 -5.43330 0.31206
40 H 2.92477 -5.28454 -1.35687
41 H 1.77923 -3.38497 -1.65114
42 H 2.58820 -2.60446 -0.30092
43 H 0.47936 -4.63267 0.34794
44 H 0.69088 -3.13448 1.19995
45 H -0.59982 -3.80817 -1.44416
46 H -1.44868 -3.34776 -0.01799
47 H 0.52211 -1.29312 -0.96248
48 H -0.41097 -1.80032 -2.27273
49 H 0.99147 0.13903 2.30713
50 H 0.73718 -1.10959 1.13705
51 H 0.98316 0.46329 0.50303
52 H -1.88292 -1.89015 1.40539
53 H -0.68229 -1.68664 2.60674
54 H -2.91070 -0.11584 3.58662
55 H -2.33670 -2.97779 4.12650
56 H -1.19620 -1.75922 4.72098
57 H -2.93335 -1.76969 5.24889
58 H -4.25402 -2.23873 3.36742
59 H -1.63129 1.73020 4.28036
60 H -0.68727 0.34083 3.93868
61 H 1.28809 2.00963 3.41309
62 H 0.74847 1.59129 4.99789
63 H -0.39479 3.49013 5.47171
64 H -0.38607 4.12676 3.84731
65 H 1.62589 5.11742 4.10060
66 H 1.33707 4.89481 5.78530
67 H 2.59828 2.70296 5.52340
68 H 3.61154 1.25729 3.96033
69 H 3.54025 2.01529 2.33964
70 H 5.03783 2.11053 3.21957
71 H -3.30101 1.11429 2.15906
72 H -2.36131 3.61100 3.10242
73 H -3.90530 2.82878 3.19532
74 H -3.41386 3.77961 0.46362
75 H -3.68132 5.05211 1.73361
76 H -5.34573 2.80542 1.42791
77 H -3.06141 -2.14011 -0.36045
78 H -5.03017 -1.54158 -1.10652
79 H -4.45267 1.25427 -0.18690
80 H -5.78643 0.15664 0.04693
81 H -4.30665 -0.24285 0.85344
82 H -1.87130 -0.05461 -3.13527
83 H 0.72141 0.56841 -1.68554
84 H 1.37546 2.16356 -3.28978
85 H -0.24593 2.52181 -3.77206
86 H 0.35853 2.86305 -2.07426
87 O 6.30079 -3.67072 -7.22338
88 C 5.58997 -2.70787 -7.31777
89 O 4.52879 -2.58562 -6.49566
90 C 3.73624 -1.39904 -6.39242
91 C 2.64416 -1.37143 -7.44221
92 C 5.80595 -1.67532 -8.40154
93 H 4.36290 -0.50615 -6.42027
94 H 3.28260 -1.42859 -5.40277
95 H 3.05705 -1.35294 -8.45136
96 H 2.01058 -0.49291 -7.31236
97 H 2.02539 -2.26603 -7.36544
98 H 5.31979 -2.01394 -9.31555
99 H 6.87542 -1.58861 -8.57894
100 H 5.44652 -0.68147 -8.14469

Results of the Löwdin charge analysis, in e, for atoms 1 through 6: -0.0973, -0.2374, -0.2163, -0.1992, -0.1825, -0.4415